No. 1
Density functional theory data (ωB97M-V with the def2-TZVPD basis set) for C3H7NO2 in the gas phase in a non-equilibrium geometry.

Computed properties:
SMILES	COCC(N)=O
relative energy (zero: lowest compared OMol25 entry of this formula, charge and spin)	187.74	kJ/mol
electronic energy	-323.70946	Eh
highest occupied orbital energy	-0.354	hartree

Positions of all 13 atoms, in Å:
C (-0.9744, -1.6632, 0.3801)
C (0.1825, 0.2635, 0.6679)
C (0.8013, 1.4053, -0.0981)
H (-1.4367, -1.4225, 1.3025)
H (-0.3570, -2.4987, 0.2393)
H (-1.9131, -1.8860, -0.2854)
H (0.8420, -0.1066, 1.3973)
H (-0.6075, 0.7322, 1.1945)
H (0.2910, 0.3561, -1.6496)
H (1.4257, 1.8971, -1.9721)
N (0.8437, 1.1834, -1.4415)
O (-0.2981, -0.6280, -0.2890)
O (1.2006, 2.3674, 0.5540)

Mulliken atomic charge list, values in e, 4 entries: atom 1 (C): -0.797, atom 2 (C): -0.148, atom 3 (C): 0.191, atom 4 (H): 0.366

***

No. 2
Density functional theory data (ωB97M-V with the def2-TZVPD basis set) for a molecular structure, C10H14BBeClN6O4 in a non-equilibrium geometry.

Computed properties:
relative energy (zero: lowest compared OMol25 entry of this formula, charge and spin)	0.00	kJ/mol
electronic energy	-1517.83300	Eh
charge	+2
highest occupied orbital energy (alpha / beta)	-0.600 / -0.604	hartree

Positions of all 37 atoms, in Å:
C (2.7776, -0.6932, 0.8371)
N (1.5112, -0.6277, 0.3664)
N (1.5700, -0.0404, -0.8844)
C (2.8590, 0.2109, -1.1980)
C (3.6548, -0.1731, -0.1241)
B (0.3065, 0.2088, -1.7856)
N (-0.5834, -1.0188, -1.4994)
N (-0.7545, -1.5416, -0.2303)
C (-1.4694, -2.6782, -0.3659)
C (-1.7146, -2.9192, -1.7095)
C (-1.1212, -1.8588, -2.3995)
Be (-0.0767, -0.9099, 1.1988)
N (-0.4325, 1.5771, -1.5480)
N (-1.3238, 1.7610, -0.5440)
C (-1.5837, 3.0713, -0.4531)
C (-1.0133, 3.7239, -1.5756)
C (-0.2962, 2.7350, -2.2626)
H (-2.1134, 3.4919, 0.3990)
H (0.2539, 2.7619, -3.1938)
H (-1.0975, 4.7579, -1.8265)
H (0.6309, 0.2490, -2.9414)
H (-1.0186, -1.6273, -3.4517)
H (3.1127, 0.6375, -2.1534)
H (-2.2605, -3.7368, -2.1338)
H (4.7194, -0.0492, -0.0432)
H (-1.7942, -3.2419, 0.5053)
H (2.9882, -1.0419, 1.8365)
H (-2.1422, -0.4636, 1.3226)
C (-1.8144, -1.0937, 2.1593)
H (-2.5160, -1.9354, 2.1562)
H (-0.7382, -1.5724, 2.1595)
H (-1.8989, -0.4835, 3.0626)
O (1.1122, -0.9002, 3.3918)
Cl (0.6971, 0.5185, 3.3244)
O (-0.1963, 0.8821, 4.3738)
O (1.8258, 1.4159, 3.2556)
O (-0.0597, 0.6044, 1.9747)

Mulliken atomic charge list, values in e, 4 entries: atom 1 (C): 0.013, atom 2 (N): 0.242, atom 3 (N): 0.314, atom 4 (C): 0.136

***

- Number 2 is which compound?
  C10H14BBeClN6O4